# 1
Molecular formula: C3H5NO2
Method: DFT, ωB97M-V/def2-TZVPD

Structure (XYZ):
```
11
Properties=species:S:1:pos:R:3
N 1.1997 0.4049 0.0578
C 0.0599 -0.2706 -0.6724
C -0.9251 -0.7948 0.3689
O -0.7586 0.0738 1.4543
C 0.2663 1.1738 -0.6158
O -0.0285 2.3029 -0.8596
H 0.2300 0.2254 1.3968
H 2.1695 0.2968 -0.1856
H 0.3079 -0.7869 -1.5968
H -1.9374 -0.7550 -0.0509
H -0.7235 -1.8297 0.6784
```

Summary:
ΔE to the lowest compared entry with this formula, charge and spin   262.1 kJ/mol
E_LUMO   0.6546 eV
Gap between HOMO and LUMO   10.597 eV
SMILES string   O=C1N[C@H]1CO
HOMO   -9.94 eV
DFT total energy   -322.47450 a.u.
Net charge   0
2S+1   1

=====

# 2
Molecular formula: C9H17ClO2P
Method: DFT, ωB97M-V/def2-TZVPD

Structure (XYZ):
```
30
Properties=species:S:1:pos:R:3
C -3.2292 4.4093 3.8720
C -2.4645 3.5745 3.4803
C -1.5498 2.5727 3.0038
P -0.6039 1.9743 4.4448
Cl 1.3059 1.8985 4.0196
H -3.8405 5.0446 4.4617
H -0.8345 2.9781 2.2956
H -2.0653 1.7137 2.5868
H -0.7941 2.8671 5.4961
H -1.0315 0.7052 4.8302
C 0.5142 -1.8928 0.1098
C 0.1516 -0.4484 0.3098
O -0.9585 -0.0186 0.0907
C 1.2393 0.4692 0.8188
H -0.3527 -2.4388 -0.2531
H 1.3197 -1.9728 -0.6243
H 0.8453 -2.3308 1.0533
H 2.0893 0.4795 0.1364
H 1.5801 0.1289 1.7962
H 0.8419 1.4802 0.8998
C 1.3273 -1.2113 -5.0297
C 1.2231 -2.1244 -3.8343
O 2.0715 -2.1380 -2.9716
C 0.0130 -3.0236 -3.7666
H 2.2382 -0.6221 -4.9604
H 1.3503 -1.7994 -5.9479
H 0.4669 -0.5415 -5.0639
H -0.0138 -3.6793 -4.6374
H -0.8981 -2.4235 -3.7510
H 0.0588 -3.6307 -2.8656
```

Summary:
E_LUMO   -4.3116 eV
Gap between HOMO and LUMO   7.210 eV
HOMO   -11.52 eV
DFT total energy   -1304.81048 a.u.
Net charge   +1
2S+1   1

=====

# 3
Molecular formula: C16H19Cl2N5Pd
Method: DFT, ωB97M-V/def2-TZVPD

Structure (XYZ):
```
43
Properties=species:S:1:pos:R:3
Pd 0.2870 -0.0363 0.1794
N -1.3366 1.6687 0.6538
C -2.1177 2.2175 -0.4681
C -3.4371 1.4765 -0.6889
C -3.4430 0.2751 -1.6384
C -2.6692 -0.9716 -1.2131
N -1.2785 -0.9469 -1.7052
H -1.9392 1.3085 1.3843
H -0.7536 2.3843 1.0671
H -1.5034 2.1622 -1.3710
H -2.3432 3.2737 -0.2985
H -4.1557 2.1999 -1.0805
H -3.8307 1.1619 0.2846
H -3.0935 0.5973 -2.6280
H -4.4877 -0.0143 -1.7745
H -3.1983 -1.8526 -1.5887
H -2.6264 -1.0570 -0.1268
H -1.2825 -0.7725 -2.7055
H -0.8645 -1.8629 -1.5765
N 3.2813 0.6733 -5.3613
C 3.1218 0.9982 -4.2716
C 2.9217 1.4068 -2.9021
C 3.9148 2.0601 -2.1892
C 3.6499 2.4322 -0.8850
C 2.4160 2.1236 -0.3386
N 1.4608 1.4814 -1.0123
C 1.7086 1.1400 -2.2756
H 4.8688 2.2703 -2.6545
H 4.3917 2.9463 -0.2900
H 2.1799 2.3832 0.6852
H 0.9145 0.6286 -2.8041
Cl -2.2658 -2.4051 3.7255
C -0.5554 -2.5630 3.5058
C 0.1760 -3.2393 4.4548
C 1.5543 -3.3816 4.3070
C 2.1970 -2.8226 3.2074
C 1.4566 -2.1214 2.2866
Cl 2.2775 -1.4117 0.9164
C 0.0318 -1.9522 2.3411
N -0.6913 -1.3371 1.4140
H -0.3292 -3.6657 5.3112
H 2.1261 -3.9277 5.0455
H 3.2664 -2.9281 3.0782
```

Summary:
ΔE to the lowest compared entry with this formula, charge and spin   40.1 kJ/mol
E_LUMO (alpha / beta)   -0.3306 / -0.4317 eV
Gap between HOMO and LUMO (alpha / beta)   5.948 / 6.700 eV
HOMO (alpha / beta)   -6.28 / -7.13 eV
DFT total energy   -1943.04944 a.u.
Net charge   0
2S+1   3
Expectation value of S²   2.05

=====

# 4
Molecular formula: C45H105N5O10
Method: DFT, ωB97M-V/def2-TZVPD

Structure (XYZ):
```
165
Properties=species:S:1:pos:R:3
O -3.2859 0.1704 -2.0533
H -3.6756 -0.7144 -1.9249
H -2.3555 -0.0159 -2.0230
O -0.5512 3.0349 -2.2517
H 0.3039 3.2483 -1.8245
H -1.1867 3.1009 -1.4643
O -0.1619 -2.1120 -1.7204
H -0.0821 -1.3033 -1.2144
H -0.0796 -1.9206 -2.6678
O -0.1786 0.4212 -0.7115
H -0.3372 1.0382 -1.4611
H -0.6007 0.8995 0.0071
O -3.5508 1.9814 -4.5848
H -3.6413 1.2273 -4.0154
H -3.0013 2.6106 -4.1053
C -3.6020 -2.4586 0.5243
C -4.2942 -3.2360 -0.6411
C -5.4727 -2.3399 -0.9665
C -6.1097 -2.9411 -2.2672
C -5.1066 -2.9011 -3.3708
C -3.8005 -3.6376 -3.0465
N -3.2920 -3.1563 -1.7582
O -2.2338 -4.1000 -1.4151
C -3.9942 -5.2115 -3.2332
C -2.8415 -3.1956 -4.1947
C -4.6587 -4.6447 -0.1318
H -3.0778 -1.5715 0.1203
H -2.8993 -3.0785 0.9408
H -4.2763 -2.0640 1.3109
H -6.2341 -2.3084 -0.1631
H -5.1850 -1.3439 -1.1540
H -7.0558 -2.4703 -2.5169
H -6.4383 -3.9996 -2.1451
H -4.8919 -1.8757 -3.5906
H -5.5100 -3.3207 -4.2508
H -3.2481 -5.7089 -2.6228
H -5.0043 -5.5859 -2.8751
H -3.8424 -5.4180 -4.2677
H -1.9511 -3.8309 -4.2625
H -3.4113 -3.2463 -5.1422
H -2.4851 -2.1406 -4.1145
H -5.3854 -4.6112 0.7007
H -3.7350 -5.0272 0.2983
H -4.9572 -5.3505 -0.9119
H -1.4179 -3.4764 -1.3200
C 2.8157 -3.5228 0.2404
C 2.1118 -4.2181 1.5167
C 3.1017 -4.3767 2.6087
C 3.4987 -3.0749 3.2591
C 2.3134 -2.3887 3.8397
C 1.1651 -2.1303 2.8011
N 0.9676 -3.4779 2.0769
O 0.0139 -3.3060 1.0376
C -0.1096 -1.7170 3.5362
C 1.4140 -0.9905 1.8458
C 1.5373 -5.5355 1.1084
H 3.4228 -2.7145 0.5557
H 2.1751 -3.0828 -0.5727
H 3.4928 -4.2707 -0.1983
H 2.6158 -5.0091 3.3732
H 4.0502 -4.8489 2.3410
H 4.0911 -2.3666 2.6380
H 4.2237 -3.2949 4.0793
H 2.6370 -1.4492 4.3491
H 1.9671 -3.0669 4.5955
H -0.4667 -2.6692 4.0212
H -0.0248 -0.8788 4.2119
H -0.8938 -1.4413 2.7833
H 1.0965 -0.0347 2.2231
H 2.4562 -1.0004 1.4792
H 0.7619 -1.0976 0.9388
H 1.1782 -6.0417 2.0471
H 2.2286 -6.1355 0.5653
H 0.7586 -5.2955 0.4743
H 0.4899 -2.9845 0.1932
C 6.5689 1.6316 -3.5342
C 5.6561 0.5597 -2.9105
C 4.5761 1.0689 -1.9188
C 3.7200 -0.1003 -1.3775
C 3.0840 -0.8128 -2.5355
C 4.1396 -1.3389 -3.5944
N 5.0293 -0.2420 -4.0113
O 6.0139 -0.7509 -4.8725
C 4.7591 -2.6070 -3.0439
C 3.4114 -1.7918 -4.8994
C 6.7259 -0.2094 -2.1056
H 6.8041 2.4224 -2.7770
H 6.1472 2.1608 -4.4483
H 7.5389 1.2218 -3.8118
H 5.0916 1.6925 -1.1444
H 3.9295 1.7401 -2.4584
H 2.8887 0.3195 -0.8716
H 4.1926 -0.8390 -0.6679
H 2.3288 -0.2491 -3.0361
H 2.5673 -1.7478 -2.1332
H 4.9555 -2.6210 -1.9810
H 4.1634 -3.4449 -3.3041
H 5.6884 -2.7825 -3.6335
H 4.0012 -2.5560 -5.3697
H 2.4504 -2.2747 -4.7282
H 3.1378 -0.9610 -5.5286
H 7.2507 -0.9421 -2.7868
H 6.2768 -0.8359 -1.3317
H 7.4615 0.4957 -1.6812
H 5.9375 -0.1219 -5.6298
C -2.4375 1.8485 2.3374
C -3.6662 2.5150 1.7523
C -4.0942 3.6445 2.6830
C -5.2136 4.4403 2.0497
C -4.8344 5.0116 0.7162
C -4.2284 3.9875 -0.2715
N -3.2699 3.2087 0.5259
O -2.5510 2.3269 -0.2949
C -5.2250 3.1060 -0.9791
C -3.5671 4.8462 -1.3255
C -4.7341 1.4316 1.6879
H -1.9955 1.1133 1.6607
H -2.6562 1.4666 3.2970
H -1.6999 2.6318 2.4029
H -4.5199 3.2945 3.5810
H -3.2843 4.2866 2.9027
H -5.4694 5.2506 2.7733
H -6.0980 3.8168 1.8348
H -4.1080 5.8624 0.9158
H -5.6800 5.4336 0.2249
H -5.8618 3.8130 -1.5957
H -4.7470 2.4673 -1.7106
H -5.8828 2.4421 -0.3545
H -2.7426 5.4632 -0.9032
H -3.1933 4.2142 -2.1500
H -4.3826 5.4506 -1.7727
H -4.6800 0.7919 2.5685
H -4.5787 0.7938 0.8929
H -5.7428 1.7851 1.5292
H -3.1516 1.6676 -0.7048
C 0.9884 3.7926 1.2367
C 1.5941 4.2926 2.5714
C 0.7882 3.7182 3.7369
C 1.0625 2.2757 4.0830
C 2.5083 2.1783 4.5016
C 3.5011 2.7295 3.4783
N 2.9797 4.0374 3.0185
O 3.9567 4.4273 2.0621
C 4.8858 2.8933 4.0463
C 3.5268 1.6101 2.3576
C 1.3433 5.8131 2.6437
H 1.8121 3.5676 0.5587
H 0.2192 4.4676 0.8336
H 0.5165 2.7853 1.3461
H 0.9415 4.2263 4.6145
H -0.2521 3.8278 3.3935
H 0.7869 1.6632 3.1629
H 0.4443 1.9372 4.9109
H 2.8161 1.1101 4.7428
H 2.6122 2.6260 5.5017
H 5.1225 1.8908 4.4449
H 5.6451 3.1659 3.3910
H 4.9833 3.5744 4.9297
H 3.7397 2.0928 1.4406
H 4.2914 0.9101 2.6821
H 2.5356 1.1174 2.3501
H 0.2877 6.0808 2.4791
H 1.7920 6.3507 1.8206
H 1.6694 6.1406 3.6193
H 4.4078 5.2070 2.4088
```

Summary:
ΔE to the lowest compared entry with this formula, charge and spin   254.4 kJ/mol
E_LUMO   0.3584 eV
Gap between HOMO and LUMO   8.893 eV
SMILES string   CC1(C)CCCC(C)(C)N1O.CC1(C)CCCC(C)(C)N1O.CC1(C)CCCC(C)(C)N1O.CC1(C)CCCC(C)(C)N1O.CC1(C)CCCC(C)(C)N1O.O.O.O.O.O
HOMO   -8.53 eV
DFT total energy   -2803.48948 a.u.
Net charge   0
2S+1   1

=====

# 5
Molecular formula: C4H4N2O
Method: DFT, ωB97M-V/def2-TZVPD

Structure (XYZ):
```
11
Properties=species:S:1:pos:R:3
C 0.0802 0.8840 0.1045
C -0.0610 -0.9569 1.7037
C -0.6218 0.2650 1.3730
C -0.4287 0.1024 -0.8422
N -0.7948 -1.9206 1.1767
N -1.8458 -1.3692 0.7376
O -1.9046 -0.0648 0.9581
H 0.7395 1.7898 0.0878
H 0.9146 -1.1891 2.1864
H -0.7414 -0.9780 -0.7366
H -0.1430 0.2770 -1.8705
```

Summary:
ΔE to the lowest compared entry with this formula, charge and spin   608.0 kJ/mol
E_LUMO   -0.4464 eV
Gap between HOMO and LUMO   8.962 eV
SMILES string   C=Cc1cnno1
HOMO   -9.41 eV
DFT total energy   -339.35010 a.u.
Net charge   0
2S+1   1

=====

# 6
Molecular formula: C3H4N2O
Method: DFT, ωB97M-V/def2-TZVPD

Structure (XYZ):
```
10
Properties=species:S:1:pos:R:3
O 1.5540 1.1943 -0.0784
C 0.3981 1.4758 0.1544
N -0.5714 0.5270 0.3177
C -0.1129 -0.8424 0.3024
C -0.0967 -1.4548 -1.0389
N 0.0284 -1.9180 -2.0891
H 0.0436 2.5115 0.2654
H -1.5196 0.7651 0.5656
H 0.9436 -0.7836 0.5924
H -0.6712 -1.4617 1.0093
```

Summary:
ΔE to the lowest compared entry with this formula, charge and spin   78.0 kJ/mol
E_LUMO   0.5396 eV
Gap between HOMO and LUMO   11.232 eV
SMILES string   N#CCNC=O
HOMO   -10.69 eV
DFT total energy   -301.45752 a.u.
Net charge   0
2S+1   1

=====

| no. | molecular weight (g mol⁻¹) |
| --- | --- |
| 1 | 87.08 |
| 2 | 223.66 |
| 3 | 458.69 |
| 4 | 876.36 |
| 5 | 96.09 |
| 6 | 84.08 |